{
  "formula": "C19H21N3O2",
  "method": "wB97M-V/def2-TZVPD",
  "elements": ["O", "C", "C", "C", "C", "C", "C", "C", "C", "N", "C", "C", "C", "N", "C", "C", "C", "C", "C", "C", "C", "N", "O", "C", "H", "H", "H", "H", "H", "H", "H", "H", "H", "H", "H", "H", "H", "H", "H", "H", "H", "H", "H", "H", "H"],
  "coordinates": [[-0.9736, -1.0659, -3.0186], [-0.8551, -1.5704, -1.8845], [-1.8398, -2.6888, -1.4604], [-2.9773, -2.9910, -2.4974], [-4.2501, -2.7858, -1.6601], [-4.3453, -3.9032, -0.6746], [-3.3845, -3.4439, 0.4439], [-2.6536, -2.2689, -0.2097], [-3.8560, -1.5647, -0.8323], [0.0523, -0.9622, -1.0514], [1.0912, -0.0326, -1.4797], [1.9666, -0.6459, -0.3807], [2.3511, 0.3745, 0.6616], [2.5712, 1.6191, 0.3728], [2.9633, 2.1373, 1.6042], [3.2524, 3.5805, 1.7452], [3.3160, 4.1782, 3.0422], [3.6249, 5.5303, 3.2075], [3.9277, 6.2857, 2.0800], [3.8410, 5.7452, 0.7977], [3.4760, 4.3855, 0.6139], [2.8871, 1.2873, 2.5873], [2.5271, 0.0782, 1.9787], [0.8525, -1.6388, -0.0317], [-1.2345, -3.6033, -1.2230], [-2.9455, -2.3025, -3.3312], [-2.9216, -3.9884, -2.8738], [-5.1601, -2.6742, -2.2222], [-5.3772, -4.0327, -0.3227], [-4.0461, -4.8815, -1.1111], [-2.7188, -4.2362, 0.8257], [-3.9886, -3.0822, 1.3207], [-2.0803, -1.7023, 0.5370], [-4.6011, -1.2784, -0.0946], [-3.5864, -0.6847, -1.4244], [0.8102, 1.0209, -1.3375], [1.4865, -0.2112, -2.4933], [2.8697, -1.1402, -0.7522], [3.0703, 3.5795, 3.9226], [3.6731, 6.0074, 4.2085], [4.1850, 7.3414, 2.2019], [4.0776, 6.4235, -0.0075], [3.3916, 4.0649, -0.4260], [1.0968, -2.6702, -0.3018], [0.4342, -1.5892, 0.9508]],
  "orbital_gap_ev": 9.70,
  "total_charge": 0,
  "homo_ev": -9.264,
  "relative_energy_kj_mol": 323.9,
  "largest_force_ha_per_bohr": 0.064,
  "lumo_ha": 0.016,
  "smiles": "O=C([C@@H]1C[C@H]2CC[C@@H]1C2)N1CC(c2nc(-c3ccccc3)no2)C1"
}

---

{
  "formula": "C5H8O2",
  "method": "wB97M-V/def2-TZVPD",
  "elements": ["C", "C", "C", "O", "C", "C", "O", "H", "H", "H", "H", "H", "H", "H", "H"],
  "coordinates": [[1.8469, -0.2700, -0.1703], [0.8730, 0.4889, 0.3267], [-0.1858, 1.2779, -0.3726], [-0.7622, 0.8688, -1.6079], [-1.4864, 0.6399, -0.3714], [-1.2876, -0.7414, 0.1731], [-0.9453, -1.5942, -0.7536], [2.7826, -0.4238, 0.3636], [1.7894, -0.6849, -1.1692], [0.2718, -1.5646, 1.6386], [0.9100, 0.7500, 1.3804], [-0.0444, 2.3583, -0.2705], [-2.4354, 1.1542, -0.2218], [-0.4688, -1.1375, 2.6690], [-0.8579, -1.1215, -1.6141]],
  "orbital_gap_ev": 8.62,
  "total_charge": 0,
  "homo_ev": -8.269,
  "relative_energy_kj_mol": 849.3,
  "largest_force_ha_per_bohr": 0.097,
  "lumo_ha": 0.013
}

---

{
  "formula": "C17H62N8O14",
  "method": "wB97M-V/def2-TZVPD",
  "elements": ["C", "C", "O", "H", "H", "H", "H", "H", "H", "C", "C", "O", "H", "H", "H", "H", "H", "H", "C", "C", "O", "H", "H", "H", "H", "H", "H", "C", "O", "N", "N", "H", "H", "H", "H", "C", "O", "N", "N", "H", "H", "H", "H", "C", "O", "N", "N", "H", "H", "H", "H", "C", "O", "N", "N", "H", "H", "H", "H", "C", "O", "H", "H", "H", "H", "C", "O", "H", "H", "H", "H", "C", "O", "H", "H", "H", "H", "C", "O", "H", "H", "H", "H", "C", "O", "H", "H", "H", "H", "C", "O", "H", "H", "H", "H", "C", "O", "H", "H", "H", "H"],
  "coordinates": [[2.1798, -2.6125, -4.3691], [2.7688, -1.6139, -3.3075], [1.6556, -0.8362, -2.8840], [1.4024, -3.2860, -3.9979], [2.9944, -3.2512, -4.7365], [1.8080, -2.1505, -5.2715], [3.4765, -0.9088, -3.7890], [3.1068, -2.1923, -2.5233], [1.0954, -0.7090, -3.6653], [-1.4850, 1.7786, 4.9604], [-0.2689, 1.5205, 4.2017], [0.4415, 0.6664, 5.0167], [-1.3480, 2.2280, 5.9541], [-2.2740, 1.0272, 4.9170], [-1.8388, 2.7390, 4.5017], [0.3894, 2.3892, 3.9820], [-0.4107, 1.0120, 3.2453], [1.2430, 0.3880, 4.5448], [-3.7883, 0.0635, 1.8419], [-3.6979, 1.4253, 1.2528], [-2.6913, 2.1319, 1.8990], [-2.9117, -0.5047, 1.6542], [-4.6516, -0.5038, 1.3680], [-3.9720, 0.0669, 2.9165], [-4.6979, 1.9271, 1.3080], [-3.4113, 1.4644, 0.1803], [-2.6501, 2.9711, 1.4882], [0.5403, -3.7273, -0.6708], [0.4362, -2.3600, -0.5737], [1.3972, -4.3675, 0.0699], [-0.2139, -4.4853, -1.4106], [2.0870, -3.7596, 0.5243], [1.4664, -5.3203, 0.1870], [-0.6332, -3.9915, -2.1717], [-0.0847, -5.4867, -1.5781], [-3.9578, -1.8156, -1.1680], [-3.8889, -0.5141, -1.5546], [-5.0558, -2.4537, -1.4291], [-2.9645, -2.4572, -0.6385], [-5.8714, -1.9966, -1.8516], [-5.2115, -3.5405, -1.3341], [-2.1474, -1.9571, -0.3758], [-2.9608, -3.3435, -0.1884], [2.9185, 1.1980, 2.2908], [2.2407, 0.0932, 2.8323], [3.6505, 1.9220, 3.0409], [2.5603, 1.8247, 1.2173], [3.4806, 1.7186, 4.0839], [4.3125, 2.7552, 2.7492], [1.9829, 1.2981, 0.5511], [3.0797, 2.6324, 0.8079], [-0.8666, -1.8228, 3.0431], [-1.7288, -2.7588, 2.4903], [0.3179, -1.6775, 2.5479], [-1.0483, -1.4114, 4.2255], [0.4316, -2.1076, 1.6269], [0.9846, -0.8963, 2.7754], [-2.0423, -1.4880, 4.5968], [-0.5324, -0.6421, 4.6184], [3.7094, -1.7622, 0.4988], [3.4660, -2.8973, 1.2582], [4.5537, -1.9335, -0.1190], [4.0403, -1.0165, 1.2397], [2.9134, -1.3618, -0.1449], [4.0772, -2.8175, 2.0020], [0.5250, 4.5654, 1.2904], [1.2961, 4.0009, 2.3591], [0.3214, 3.7932, 0.5990], [1.0380, 5.3842, 0.7957], [-0.4314, 4.9558, 1.7969], [1.9087, 3.3391, 2.0417], [4.2246, 1.3169, -1.7522], [3.1976, 1.6273, -2.6513], [4.9436, 0.6021, -2.0438], [3.8176, 1.0111, -0.7904], [4.8103, 2.1444, -1.4795], [2.6819, 0.8420, -2.7730], [-2.9661, 2.4808, -2.6991], [-2.3343, 1.2401, -2.8333], [-3.8672, 2.3243, -2.1255], [-3.2958, 2.6314, -3.7149], [-2.3357, 3.2810, -2.3165], [-2.9965, 0.5970, -2.5146], [-1.3957, -2.1864, -3.3246], [-1.9803, -3.3473, -2.9846], [-1.0155, -1.6493, -2.4830], [-2.1916, -1.5174, -3.7896], [-0.5678, -2.4088, -3.9572], [-2.5242, -3.1804, -2.2181], [0.2161, 3.4222, -3.0748], [0.0663, 4.4087, -2.0880], [-0.6101, 3.2401, -3.7342], [0.3256, 2.4439, -2.6096], [1.0692, 3.7230, -3.6115], [0.7620, 4.3133, -1.4571], [-0.3537, 0.8901, 0.0964], [0.8997, 0.4948, -0.4938], [-0.9338, -0.0181, 0.3293], [-0.8976, 1.5333, -0.5560], [-0.1602, 1.5040, 1.0256], [0.8510, -0.3048, -1.0154]],
  "orbital_gap_ev": 8.04,
  "total_charge": 0,
  "homo_ev": -7.959,
  "relative_energy_kj_mol": 31.1,
  "largest_force_ha_per_bohr": 0.178,
  "lumo_ha": 0.003
}

---

{
  "formula": "C23H76O15",
  "method": "wB97M-V/def2-TZVPD",
  "elements": ["C", "O", "H", "H", "H", "H", "C", "O", "H", "H", "H", "H", "C", "C", "C", "O", "H", "H", "H", "H", "H", "H", "H", "H", "C", "C", "C", "O", "H", "H", "H", "H", "H", "H", "H", "H", "C", "C", "C", "O", "H", "H", "H", "H", "H", "H", "H", "H", "C", "C", "C", "O", "H", "H", "H", "H", "H", "H", "H", "H", "C", "C", "C", "O", "H", "H", "H", "H", "H", "H", "H", "H", "C", "C", "C", "O", "H", "H", "H", "H", "H", "H", "H", "H", "C", "C", "C", "O", "H", "H", "H", "H", "H", "H", "H", "H", "O", "H", "H", "O", "H", "H", "O", "H", "H", "O", "H", "H", "O", "H", "H", "O", "H", "H"],
  "coordinates": [[-15.8973, -8.2592, -12.7731], [-15.0928, -9.3342, -13.1370], [-16.7858, -8.2866, -13.4039], [-16.1737, -8.4646, -11.7390], [-15.4236, -7.2779, -12.8014], [-14.3172, -9.3129, -12.5717], [-8.0512, -27.1161, -17.9987], [-8.6371, -25.8990, -18.2278], [-8.8629, -27.8339, -18.1170], [-7.2623, -27.3696, -18.7068], [-7.5796, -27.2159, -17.0211], [-7.9231, -25.2624, -18.3077], [-9.6370, -17.5965, -24.6231], [-10.5130, -17.4884, -23.4096], [-10.9952, -16.0405, -23.1625], [-11.7018, -18.2302, -23.5490], [-8.7010, -17.0591, -24.4711], [-10.0958, -17.3088, -25.5691], [-9.4081, -18.6556, -24.7412], [-10.0400, -17.8313, -22.4894], [-11.6131, -16.0335, -22.2646], [-11.6887, -15.6569, -23.9108], [-10.1699, -15.3367, -23.0543], [-11.6013, -19.0047, -24.1074], [-17.9631, -17.1779, -6.7692], [-17.6734, -18.0210, -8.0749], [-16.2450, -17.7347, -8.4880], [-17.9034, -19.3186, -7.7663], [-17.3387, -17.5568, -5.9600], [-18.9956, -17.3864, -6.4890], [-17.7469, -16.1284, -6.9688], [-18.3380, -17.7831, -8.9054], [-15.5160, -18.2963, -7.9037], [-15.8856, -16.7066, -8.5330], [-16.0696, -18.0083, -9.5284], [-18.8294, -19.4644, -7.5590], [-8.1445, -24.1177, -10.7032], [-9.6851, -24.0251, -10.4799], [-10.4965, -24.9612, -11.3841], [-10.0894, -24.3591, -9.1652], [-7.6208, -23.2935, -10.2190], [-7.9239, -24.0619, -11.7691], [-7.6457, -25.0399, -10.4050], [-10.0221, -22.9987, -10.6250], [-10.5362, -24.6003, -12.4119], [-11.5599, -24.9732, -11.1453], [-10.2783, -26.0291, -11.3754], [-11.0148, -24.1433, -9.0287], [-12.0543, -15.0516, -3.5446], [-10.7852, -14.5406, -4.2104], [-10.7435, -14.5297, -5.7743], [-10.5804, -13.1966, -3.8850], [-12.8973, -14.5007, -3.9616], [-12.1146, -14.8953, -2.4675], [-12.2367, -16.1238, -3.6168], [-9.9241, -15.0444, -3.7715], [-10.9140, -15.5200, -6.1964], [-9.7961, -14.1269, -6.1326], [-11.5526, -13.9097, -6.1605], [-9.8171, -12.8144, -4.3243], [-10.8762, -16.4250, -14.3948], [-11.0062, -17.3003, -15.6360], [-11.1385, -18.7816, -15.3498], [-12.1608, -16.9436, -16.3412], [-11.7596, -16.5277, -13.7647], [-10.7589, -15.3931, -14.7258], [-9.9360, -16.7108, -13.9232], [-10.0992, -17.1586, -16.2237], [-10.1338, -19.1275, -15.1068], [-11.5867, -19.3146, -16.1883], [-11.7925, -19.0188, -14.5106], [-12.0586, -16.0607, -16.7040], [-19.6105, -10.5181, -20.2646], [-19.4298, -11.9517, -20.8038], [-20.0715, -12.3378, -22.1230], [-18.0564, -12.2594, -20.8816], [-20.5974, -10.2903, -19.8617], [-19.3862, -9.8267, -21.0768], [-18.8374, -10.3050, -19.5263], [-19.7847, -12.5966, -19.9999], [-19.9595, -13.3893, -22.3871], [-19.8274, -11.7602, -23.0145], [-21.1583, -12.2617, -22.0871], [-17.9439, -13.2060, -20.9955], [-3.5199, -17.3450, -11.8527], [-3.8590, -15.8370, -11.7284], [-2.6820, -15.0531, -11.1974], [-4.2424, -15.3834, -13.0326], [-2.7670, -17.5018, -12.6252], [-4.3902, -17.9671, -12.0615], [-3.1140, -17.7766, -10.9378], [-4.6419, -15.7775, -10.9723], [-1.7553, -15.2021, -11.7516], [-2.4969, -15.3898, -10.1774], [-2.8894, -13.9892, -11.0823], [-4.3634, -14.4327, -12.9762], [-16.6199, -14.6614, -14.6318], [-16.0020, -13.9339, -14.5602], [-16.2071, -15.2672, -15.2473], [-7.7994, -10.6085, -17.8544], [-8.6963, -10.6970, -18.1770], [-7.8569, -10.8237, -16.9235], [-16.2979, -17.7595, -20.6595], [-15.5723, -18.1564, -21.1413], [-16.1816, -18.0616, -19.7587], [-3.8950, -17.6382, -18.5555], [-3.6293, -17.0286, -19.2439], [-3.9952, -17.0914, -17.7763], [-12.8674, -11.2762, -17.6217], [-13.1817, -10.8435, -16.8279], [-13.6233, -11.2790, -18.2089], [-6.6440, -10.1818, -12.7761], [-7.4986, -9.8598, -12.4892], [-6.0178, -9.7527, -12.1930]],
  "orbital_gap_ev": 10.00,
  "total_charge": 0,
  "homo_ev": -9.930,
  "relative_energy_kj_mol": 3.6,
  "largest_force_ha_per_bohr": 0.068,
  "lumo_ha": 0.003
}